Record 1
Molecular formula: C25H38AlBeClF2IMgN3O19P2S2
Method: DFT, ωB97M-V with the def2-TZVPD basis set

Last column: Löwdin charge in e.
Atoms and positions in Å:
N  -2.646  0.361  2.451  -0.23
P  -1.307  -0.030  1.785  0.82
C  -1.328  0.210  -0.082  -0.16
C  -1.967  1.358  -0.600  -0.03
C  -2.598  2.416  0.302  -0.55
O  -3.637  2.280  0.851  0.10
O  -1.890  3.615  0.400  -0.19
C  -0.780  3.419  1.318  -0.15
C  0.531  3.611  0.570  -0.17
C  1.647  4.147  1.448  -0.20
S  2.229  2.928  2.605  0.61
O  3.660  2.928  2.644  -0.26
O  1.587  1.679  2.317  -0.30
O  1.683  3.507  3.969  -0.14
C  -2.036  1.546  -1.976  -0.17
C  -2.727  2.754  -2.547  -0.20
C  -4.154  2.571  -3.095  -0.21
C  -5.146  1.957  -2.112  -0.17
F  -5.835  0.941  -2.780  -0.06
C  -1.476  0.583  -2.806  -0.34
I  -1.678  1.024  -5.047  0.88
N  -0.877  -0.511  -2.308  -0.02
C  -0.347  -1.462  -3.319  -0.09
C  1.098  -1.167  -3.628  -0.47
O  1.475  -0.051  -3.770  0.16
F  1.891  -2.207  -3.799  0.15
C  -0.766  -0.712  -0.951  -0.14
P  0.125  -2.192  -0.316  0.51
N  0.930  -2.994  -1.333  -0.09
O  -1.002  -3.091  0.363  -0.14
O  1.079  -1.587  0.802  -0.13
H  -3.106  -0.392  2.941  -0.01
H  -0.178  0.697  2.158  0.00
H  -0.966  -1.354  1.994  -0.01
H  -0.820  2.454  1.809  0.07
H  -0.868  4.167  2.102  0.14
H  0.360  4.302  -0.249  0.13
H  0.821  2.656  0.141  0.12
H  1.260  4.963  2.048  0.11
H  2.513  4.445  0.870  0.09
H  2.372  3.370  4.639  0.11
H  -2.118  3.221  -3.313  0.09
H  -2.831  3.493  -1.760  0.02
H  -4.248  1.937  -4.000  -0.05
H  -4.475  3.564  -3.396  0.11
H  -5.880  2.686  -1.789  0.11
H  -4.663  1.487  -1.265  0.11
H  -0.525  -2.473  -2.993  0.12
H  -0.905  -1.337  -4.237  0.05
H  0.550  -3.939  -1.340  0.02
H  -0.801  -3.305  1.286  0.08
H  1.106  -2.140  1.599  0.10
C  3.993  -4.255  -3.733  -0.91
O  3.512  -4.873  -4.668  0.24
O  4.962  -3.461  -3.783  0.32
O  3.611  -4.296  -2.541  0.31
Mg  -3.859  1.822  -6.189  0.40
C  -3.443  -4.675  1.339  -0.09
C  -3.559  -3.870  2.465  -0.09
C  -4.386  -4.251  3.519  -0.09
C  -5.086  -5.442  3.447  -0.08
C  -4.972  -6.252  2.317  -0.19
C  -4.149  -5.862  1.262  -0.11
H  -2.804  -4.382  0.523  0.07
H  -3.002  -2.940  2.527  0.07
H  -4.477  -3.620  4.393  0.10
H  -5.721  -5.749  4.267  0.11
H  -5.530  -7.172  2.250  0.02
H  -4.059  -6.499  0.394  0.09
C  1.854  -6.543  -0.550  -0.14
O  0.512  -6.335  -0.973  -0.13
H  2.363  -5.582  -0.568  0.06
H  1.786  -6.913  0.472  0.04
H  2.393  -7.246  -1.190  0.08
H  0.032  -7.167  -0.945  0.08
O  6.527  6.241  1.805  -0.01
C  5.519  5.709  1.310  -0.29
C  4.509  7.100  0.675  -0.44
O  3.443  6.714  0.194  -0.05
H  4.792  5.192  1.970  0.10
H  5.575  5.156  0.345  0.12
H  5.218  7.638  0.009  0.11
H  4.399  7.826  1.614  -0.15
Al  3.521  9.425  1.835  1.02
C  6.523  6.504  -2.213  -0.38
O  5.349  7.060  -2.503  -0.22
H  7.222  6.374  -3.065  0.06
H  7.116  7.033  -1.430  0.07
H  6.454  5.464  -1.762  0.08
O  1.544  -6.355  4.663  -0.18
S  1.926  -6.152  3.262  0.25
O  3.384  -6.101  3.138  -0.22
O  1.322  -4.901  2.769  -0.29
O  1.432  -7.289  2.470  -0.18
Be  -3.950  4.779  -0.106  0.47
Cl  -3.972  -8.912  2.107  -0.14

Properties
Highest occupied orbital energy   -7.10 eV
Kohn-Sham gap   2.143 eV
Maximum force   3.79 eV/Å

Record 2
Molecular formula: C8H9N3S
Method: DFT, ωB97M-V with the def2-TZVPD basis set

Last column: Löwdin charge in e.
Atoms and positions in Å:
C  -0.085  2.369  -0.069  0.06
C  1.279  2.507  -0.037  0.05
C  0.337  0.078  0.257  -0.03
C  -0.561  1.083  0.069  -0.13
C  1.718  0.210  0.124  -0.51
C  -2.386  -0.542  -0.078  -0.01
C  1.072  -2.325  -0.128  -0.32
C  -0.205  -1.596  0.336  -0.14
N  2.148  1.436  -0.085  0.14
N  -1.955  0.699  0.062  0.18
N  -1.610  -1.593  -0.152  0.15
S  2.589  -1.246  -0.127  1.12
H  -0.864  3.098  -0.129  0.14
H  1.546  3.555  -0.167  0.16
H  -3.412  -0.549  -0.238  0.16
H  1.210  -3.176  0.546  0.10
H  0.947  -2.782  -1.190  0.14
H  -0.477  -1.634  1.427  0.17
H  3.148  1.492  -0.285  0.20
H  -2.623  1.447  0.296  0.20
H  -1.817  -2.531  -0.432  0.18

Properties
Highest occupied orbital energy   -16.85 eV
Relative energy (zero: lowest compared OMol25 entry of this formula, charge and spin)   74.1 kJ/mol
Kohn-Sham gap   8.304 eV
Total charge   +2
Maximum force   6.79 eV/Å

Record 3
Molecular formula: C16H58N12O13
Method: DFT, ωB97M-V with the def2-TZVPD basis set

Last column: Löwdin charge in e.
Atoms and positions in Å:
C  -1.291  -8.293  -6.676  -0.07
C  -1.435  -6.828  -6.726  -0.35
O  -0.697  -6.255  -5.705  -0.05
H  -1.509  -8.616  -5.723  0.05
H  -0.270  -8.568  -6.788  0.07
H  -1.697  -8.985  -7.483  0.08
H  -2.366  -6.349  -6.773  0.09
H  -0.951  -6.608  -7.637  0.08
H  -0.824  -5.305  -5.598  0.09
C  5.218  -7.866  -11.534  -0.06
C  3.859  -8.500  -11.081  -0.28
O  3.188  -7.563  -10.250  -0.13
H  5.986  -7.986  -10.739  0.07
H  5.107  -6.892  -11.969  0.03
H  5.748  -8.497  -12.299  0.08
H  3.769  -9.464  -10.620  0.10
H  3.151  -8.530  -11.889  0.08
H  2.303  -7.925  -10.130  0.01
C  0.741  -5.958  -14.350  -0.08
C  -0.724  -5.878  -14.231  -0.34
O  -1.120  -4.854  -13.422  -0.08
H  1.169  -5.043  -14.421  0.03
H  0.992  -6.637  -15.136  0.08
H  1.093  -6.322  -13.354  0.06
H  -1.021  -6.833  -13.895  0.08
H  -1.099  -5.703  -15.251  0.13
H  -1.794  -5.148  -12.807  0.04
C  -0.226  -1.752  -13.296  -0.70
O  -1.549  -1.655  -13.562  -0.09
N  0.438  -0.626  -13.068  0.09
N  0.519  -2.738  -13.103  0.12
H  -0.046  0.284  -13.159  0.14
H  1.456  -0.568  -12.882  0.12
H  0.074  -3.714  -13.348  0.12
H  1.489  -2.704  -12.587  0.12
C  -0.408  -9.705  -9.567  -0.57
O  0.778  -8.946  -9.879  -0.14
N  -0.330  -10.847  -8.970  0.18
N  -1.540  -9.221  -9.993  0.17
H  0.610  -11.159  -8.679  0.15
H  -1.099  -11.470  -8.763  0.12
H  -1.416  -8.244  -10.197  0.07
H  -2.442  -9.723  -9.828  0.13
C  -0.225  -9.305  -13.633  -0.66
O  0.877  -8.770  -12.945  -0.11
N  -0.175  -9.770  -14.837  0.15
N  -1.308  -9.641  -13.116  0.15
H  0.731  -9.601  -15.362  0.16
H  -1.036  -10.040  -15.341  0.13
H  -1.251  -9.713  -12.090  0.10
H  -2.111  -10.141  -13.570  0.15
C  -2.748  -4.001  -8.764  -0.61
O  -3.719  -4.919  -8.440  -0.12
N  -2.105  -3.335  -7.846  0.19
N  -2.299  -3.877  -9.981  0.18
H  -2.361  -3.465  -6.842  0.15
H  -1.436  -2.611  -8.092  0.07
H  -2.831  -4.429  -10.646  0.10
H  -1.541  -3.270  -10.272  0.09
C  0.397  -1.643  -9.454  -0.54
O  0.294  -1.649  -8.068  -0.14
N  0.358  -0.506  -10.136  0.16
N  0.263  -2.758  -10.194  0.15
H  0.394  0.394  -9.570  0.15
H  0.734  -0.499  -11.083  0.06
H  0.386  -3.665  -9.692  0.09
H  0.404  -2.835  -11.178  0.04
C  -4.260  -6.785  -12.507  -0.61
O  -3.480  -5.687  -12.475  -0.06
N  -3.716  -7.922  -12.582  0.16
N  -5.588  -6.868  -12.625  0.17
H  -2.753  -7.990  -12.373  0.06
H  -4.248  -8.833  -12.525  0.16
H  -6.176  -6.036  -12.420  0.14
H  -6.096  -7.718  -12.740  0.10
C  3.252  -4.847  -11.853  -0.13
O  2.956  -3.482  -11.888  -0.14
H  3.907  -4.993  -12.695  0.08
H  2.337  -5.416  -12.056  0.07
H  3.744  -5.171  -10.946  0.07
H  3.698  -2.979  -12.213  0.09
C  1.819  -5.543  -8.020  -0.08
O  0.799  -4.515  -8.108  -0.15
H  2.379  -5.579  -8.952  0.07
H  1.406  -6.459  -7.694  0.06
H  2.388  -5.303  -7.162  0.07
H  0.326  -4.611  -7.282  0.05
C  -4.256  -7.944  -9.081  -0.17
O  -4.825  -9.249  -8.995  -0.14
H  -3.464  -7.725  -8.298  0.08
H  -5.135  -7.283  -8.928  0.09
H  -3.880  -7.665  -10.033  0.02
H  -4.593  -9.563  -8.102  0.08
C  -0.189  -6.336  -10.722  -0.16
O  -1.526  -6.423  -10.355  -0.14
H  0.135  -7.017  -11.516  0.07
H  0.415  -6.542  -9.858  0.05
H  -0.025  -5.363  -11.106  0.06
H  -1.788  -5.566  -9.965  0.03

Properties
Highest occupied orbital energy   -8.72 eV
Relative energy (zero: lowest compared OMol25 entry of this formula, charge and spin)   898.9 kJ/mol
Kohn-Sham gap   8.487 eV
Maximum force   10.21 eV/Å